{
  "formula": "H10O5",
  "method": "wB97M-V/def2-TZVPD",
  "spin_multiplicity": 2,
  "total_energy_ha": -381.77414,
  "total_charge": 1,
  "relative_energy_kj_mol": 117.7,
  "e_homo_ev": [-15.2142, -14.6735],
  "homo_lumo_gap_ev": [11.864, 3.143],
  "elements": ["O", "H", "H", "O", "H", "H", "O", "H", "H", "O", "H", "H", "O", "H", "H"],
  "coordinates": [[-13.46688, -15.24158, -14.96077], [-14.09605, -15.75519, -15.46731], [-13.99956, -14.78169, -14.31194], [-11.28851, -13.54115, -16.42728], [-11.96303, -14.09156, -16.02940], [-11.31521, -12.72733, -15.92408], [-15.83998, -15.40881, -12.89071], [-15.57286, -16.23596, -12.48985], [-16.57711, -15.64253, -13.45485], [-13.57676, -15.56158, -18.19246], [-13.35714, -15.60534, -19.12310], [-14.35706, -15.00840, -18.15578], [-11.49909, -17.55894, -14.27554], [-12.18807, -18.22324, -14.29106], [-11.96898, -16.72721, -14.21501]],
  "lowdin_spin": [-0.002, 0.000, 0.000, 0.527, 0.004, 0.008, 0.000, 0.000, 0.000, 0.110, 0.001, 0.000, 0.345, 0.005, 0.003]
}

---

{
  "formula": "H11LiO6",
  "method": "wB97M-V/def2-TZVPD",
  "total_energy_ha": -465.50280,
  "total_charge": 0,
  "relative_energy_kj_mol": 221.3,
  "e_homo_ev": -10.2284,
  "homo_lumo_gap_ev": 8.887,
  "elements": ["Li", "O", "H", "O", "H", "H", "O", "H", "H", "O", "H", "H", "O", "H", "H", "O", "H", "H"],
  "coordinates": [[1.25517, -2.29083, -0.71700], [0.42717, -0.66383, 0.32200], [-0.25283, -0.36783, -0.28100], [2.69317, -0.46183, 1.53800], [1.85417, -0.47183, 1.13300], [2.68317, 0.00417, 2.28100], [0.68717, 0.83117, -1.90600], [0.85917, 0.49117, -1.04400], [0.95117, 1.64117, -1.83000], [-2.02283, 0.30517, -1.65000], [-2.74783, 0.70217, -2.08600], [-1.11183, 0.30517, -2.09900], [-0.01883, 1.90817, 0.79200], [0.19017, 0.93017, 0.43500], [-0.88383, 1.87217, 0.58800], [-1.50183, -1.81883, 1.84500], [-2.13283, -1.64183, 1.29300], [-0.92783, -1.27383, 1.38600]],
  "lowdin_charge": [0.876, -0.437, -0.065, 0.000, -0.077, -0.037, 0.019, -0.028, -0.030, -0.076, 0.011, 0.047, -0.070, 0.016, -0.054, 0.032, -0.069, -0.060]
}

---

{
  "formula": "H11O5",
  "method": "wB97M-V/def2-TZVPD",
  "total_energy_ha": -382.53615,
  "total_charge": 1,
  "relative_energy_kj_mol": 110.0,
  "e_homo_ev": -14.9751,
  "homo_lumo_gap_ev": 11.813,
  "elements": ["O", "H", "H", "O", "H", "H", "O", "H", "H", "O", "H", "H", "O", "H", "H", "H"],
  "coordinates": [[0.71593, -1.37031, 3.00041], [0.20212, -1.57235, 3.78395], [1.43924, -2.03424, 2.92888], [-0.47184, -1.44209, -1.26997], [-0.19410, -2.34729, -1.44422], [-0.27341, -0.98235, -2.04552], [1.02413, 2.01062, -0.12510], [0.83528, 2.67415, -0.79701], [1.77368, 2.27457, 0.38442], [-1.07389, 1.28622, -2.59596], [-1.24026, 1.59713, -3.52796], [-1.33356, 2.09166, -2.08880], [-0.59331, -0.57566, 0.99786], [-0.01311, -0.80060, 1.89676], [-0.74050, -1.04220, 0.09666], [-0.05640, 0.23274, 0.80561]],
  "lowdin_charge": [0.032, 0.102, 0.129, 0.049, 0.108, 0.044, -0.031, 0.050, 0.038, -0.081, 0.078, 0.056, 0.131, 0.110, 0.070, 0.115]
}

---

{
  "formula": "H11O5",
  "method": "wB97M-V/def2-TZVPD",
  "total_energy_ha": -382.50721,
  "total_charge": 1,
  "relative_energy_kj_mol": 186.0,
  "e_homo_ev": -13.6375,
  "homo_lumo_gap_ev": 9.945,
  "elements": ["O", "H", "H", "O", "H", "H", "O", "H", "H", "O", "H", "H", "O", "H", "H", "H"],
  "coordinates": [[-1.24490, 0.52283, -3.12404], [-0.48078, 0.97332, -3.50187], [-1.54708, -0.12195, -3.77507], [1.44094, 1.86006, 5.01754], [1.73101, 1.02925, 5.39845], [1.46787, 1.81148, 4.06217], [-3.06486, 0.72930, 1.04926], [-2.68383, 1.22933, 1.76954], [-3.67954, 0.07271, 1.37020], [2.26774, -1.78901, -1.25119], [3.16721, -1.75239, -1.50919], [1.98459, -2.55105, -0.74448], [0.24166, -0.42249, -1.07674], [-0.23335, -0.16893, -1.91170], [1.07954, -0.94731, -1.37659], [-0.44623, -0.47515, -0.39628]],
  "lowdin_charge": [-0.004, 0.079, 0.088, -0.052, 0.032, 0.020, -0.053, 0.034, 0.035, 0.055, 0.090, 0.106, 0.222, 0.089, 0.089, 0.171]
}

---

{
  "formula": "H11O5",
  "method": "wB97M-V/def2-TZVPD",
  "total_energy_ha": -382.55412,
  "total_charge": 1,
  "relative_energy_kj_mol": 62.8,
  "e_homo_ev": -15.9331,
  "homo_lumo_gap_ev": 12.785,
  "elements": ["O", "H", "H", "O", "H", "H", "O", "H", "H", "O", "H", "H", "O", "H", "H", "H"],
  "coordinates": [[3.39771, 0.56033, -0.05424], [3.70595, 1.41146, 0.29917], [3.87482, -0.11623, 0.44226], [-0.21044, -2.34407, 0.56471], [-1.13891, -2.54527, 0.36342], [-0.28685, -1.84820, 1.39713], [-0.85585, 1.64221, -0.01784], [-1.11720, 2.36833, -0.59961], [-1.70259, 1.16560, 0.13135], [-3.00198, -0.05886, -0.19910], [-3.96996, -0.01354, -0.18732], [-2.85070, -0.11837, -1.15584], [0.96796, -0.04777, -0.39713], [1.96860, 0.19892, -0.15015], [0.88004, -0.99159, -0.14402], [0.33940, 0.73704, -0.29281]],
  "lowdin_charge": [0.026, 0.113, 0.102, -0.039, 0.072, 0.071, -0.017, 0.097, 0.041, -0.044, 0.080, 0.073, 0.156, 0.090, 0.105, 0.073]
}

---

{
  "formula": "H11O5",
  "method": "wB97M-V/def2-TZVPD",
  "total_energy_ha": -382.55520,
  "total_charge": 1,
  "relative_energy_kj_mol": 60.0,
  "e_homo_ev": -15.0663,
  "homo_lumo_gap_ev": 12.117,
  "elements": ["O", "H", "H", "O", "H", "H", "O", "H", "H", "O", "H", "H", "O", "H", "H", "H"],
  "coordinates": [[-0.20691, 2.84859, 0.70439], [0.26953, 3.33583, 0.02158], [-0.57913, 3.51786, 1.28880], [-1.33718, -0.15605, -2.41021], [-0.55357, -0.02707, -2.95497], [-2.00766, -0.57484, -2.95641], [0.59808, -0.71586, 2.10071], [1.50112, -0.67028, 2.43381], [0.06859, -1.10992, 2.80314], [0.80348, -2.45190, -0.41784], [0.75318, -2.71726, 0.50180], [1.54165, -2.87604, -0.85921], [-0.09651, 0.44362, -0.11194], [-0.29314, 1.30732, 0.35835], [-0.52327, 0.19837, -0.96253], [0.06175, -0.35237, 0.46053]],
  "lowdin_charge": [0.000, 0.091, 0.096, -0.016, 0.076, 0.085, -0.019, 0.087, 0.086, -0.041, 0.030, 0.053, 0.203, 0.089, 0.084, 0.095]
}

---

{
  "formula": "H11O6",
  "method": "wB97M-V/def2-TZVPD",
  "total_energy_ha": -458.10096,
  "total_charge": -1,
  "relative_energy_kj_mol": 47.7,
  "e_homo_ev": -5.4166,
  "homo_lumo_gap_ev": 9.419,
  "elements": ["O", "H", "O", "H", "H", "O", "H", "H", "O", "H", "H", "O", "H", "H", "O", "H", "H"],
  "coordinates": [[-0.87472, -1.43518, -0.67319], [-1.31216, -2.20463, -1.04733], [-2.20768, 0.89213, -1.12518], [-1.68827, 1.35374, -0.46153], [-1.70890, 0.04588, -1.18448], [-0.24126, -1.94726, 1.60218], [-0.20624, -2.90764, 1.54850], [-0.88182, -1.76893, 0.65176], [1.20554, 0.55762, -0.70231], [1.53091, 0.32066, 0.18736], [0.49361, -0.14259, -0.68366], [2.05625, -0.51491, 2.01615], [1.81756, 0.30894, 2.44557], [1.23609, -1.07770, 1.94830], [0.43876, 3.19428, -1.52911], [-0.49206, 3.00962, -1.65430], [0.83439, 2.31597, -1.33872]],
  "lowdin_charge": [-0.352, -0.031, -0.114, 0.006, -0.024, -0.244, -0.005, 0.024, -0.099, 0.011, 0.018, -0.108, 0.026, -0.002, -0.100, 0.000, -0.005]
}

---

{
  "formula": "H12NO4",
  "method": "wB97M-V/def2-TZVPD",
  "total_energy_ha": -362.70489,
  "total_charge": 1,
  "relative_energy_kj_mol": 34.0,
  "e_homo_ev": -15.0060,
  "homo_lumo_gap_ev": 12.146,
  "elements": ["N", "H", "H", "H", "H", "H", "H", "O", "H", "H", "O", "H", "H", "O", "H", "H", "O"],
  "coordinates": [[0.41294, 0.49520, -1.06957], [0.81595, 0.15085, -0.16766], [-0.29933, -0.18770, -1.37661], [-0.11493, 1.35797, -0.85872], [1.08747, 0.68539, -1.79577], [1.10776, -1.89151, 4.58852], [-0.31042, -1.77766, 4.05467], [0.59545, -1.98106, 3.77938], [-1.39077, -1.95699, -2.32946], [-0.67477, -1.68889, -3.59616], [-0.55689, -1.60023, -2.66088], [-1.55264, 3.37276, -0.65498], [-1.31880, 3.33180, -2.15792], [-1.25516, 2.78996, -1.36191], [1.56034, 0.24317, 2.13439], [0.83807, -1.07094, 1.97961], [1.05572, -0.27212, 1.49307]],
  "lowdin_charge": [0.273, 0.085, 0.099, 0.091, 0.143, 0.059, 0.063, -0.044, 0.069, 0.053, -0.035, 0.067, 0.069, -0.044, 0.074, 0.023, -0.045]
}

---

{
  "formula": "H12O5S",
  "method": "wB97M-V/def2-TZVPD",
  "total_energy_ha": -781.56829,
  "total_charge": 0,
  "relative_energy_kj_mol": 46.9,
  "e_homo_ev": -9.6189,
  "smiles": "O.O.O.O.O.S",
  "homo_lumo_gap_ev": 9.967,
  "elements": ["S", "H", "H", "H", "H", "O", "H", "H", "O", "H", "H", "O", "H", "H", "O", "H", "H", "O"],
  "coordinates": [[2.71071, 1.22784, 1.87563], [2.07054, 0.08163, 1.74749], [2.03335, 1.55247, 3.05663], [-1.38993, -0.70650, -1.94137], [-2.02985, 0.57692, -2.28022], [-1.18994, 0.16384, -2.37259], [-0.25579, 1.00461, -1.07428], [-0.13174, 1.93303, 0.13646], [0.43717, 1.40756, -0.45137], [1.73409, -1.10968, -1.23306], [1.23031, -0.12248, -0.11305], [1.43075, -1.08478, -0.31268], [-1.24337, 0.15444, 1.61178], [-2.15958, 1.34454, 2.13183], [-1.90364, 0.83788, 1.37833], [-0.03833, -1.71445, -0.58488], [-0.44520, -3.24343, -0.77334], [-0.85954, -2.30344, -0.80131]],
  "lowdin_charge": [0.510, -0.249, -0.171, 0.043, 0.039, -0.045, 0.034, 0.039, -0.139, 0.080, -0.003, -0.098, 0.057, 0.024, -0.049, -0.002, 0.088, -0.162]
}

---

{
  "formula": "H12O5S2",
  "method": "wB97M-V/def2-TZVPD",
  "total_energy_ha": -1179.74928,
  "total_charge": 0,
  "relative_energy_kj_mol": 73.6,
  "e_homo_ev": -9.8882,
  "smiles": "SS.O.O.O.O.O",
  "homo_lumo_gap_ev": 10.248,
  "elements": ["S", "S", "H", "H", "H", "H", "O", "H", "H", "O", "H", "H", "O", "H", "H", "O", "H", "H", "O"],
  "coordinates": [[0.43298, 1.98615, 1.90191], [-0.79415, 2.98357, 0.58364], [0.50339, 0.74930, 1.31885], [0.25858, 3.39267, -0.13331], [-1.02149, -4.74625, 1.53206], [-0.06904, -5.43531, 0.69234], [-0.31010, -4.53724, 0.91498], [0.37264, -2.22630, -2.42466], [-0.88435, -2.81047, -3.10861], [-0.50392, -2.58296, -2.24939], [2.00469, -1.29870, -0.33668], [1.36691, -2.43468, 0.54994], [2.09565, -1.80432, 0.48429], [-1.96486, -0.03079, -0.79957], [-1.33809, -0.91402, -2.01286], [-1.86516, -0.16795, -1.74931], [0.40823, 1.05863, -1.74738], [1.46417, 1.23157, -0.73181], [1.26167, 0.67435, -1.47851]],
  "lowdin_charge": [0.242, 0.249, -0.199, -0.212, 0.038, 0.030, -0.047, 0.050, 0.064, -0.042, 0.004, 0.016, -0.066, 0.034, -0.034, -0.068, 0.028, -0.018, -0.070]
}

---

{
  "formula": "H12O6",
  "method": "wB97M-V/def2-TZVPD",
  "total_energy_ha": -458.62497,
  "total_charge": 0,
  "relative_energy_kj_mol": 124.7,
  "e_homo_ev": -10.5748,
  "smiles": "O.O.O.O.O.O",
  "homo_lumo_gap_ev": 10.366,
  "elements": ["O", "H", "H", "O", "H", "H", "O", "H", "H", "O", "H", "H", "O", "H", "H", "O", "H", "H"],
  "coordinates": [[-0.97898, -1.67322, -0.03986], [-0.92904, -2.12023, 0.82495], [-1.19765, -2.31649, -0.73486], [-1.92734, 1.52335, 1.67574], [-0.99603, 1.59439, 1.59437], [-2.12101, 0.74785, 1.09230], [0.87391, 2.31058, -0.46763], [1.45799, 2.88882, -0.95818], [0.32843, 1.77549, -0.97924], [1.12329, 0.15140, 1.41630], [1.51770, -0.35759, 0.70033], [1.23862, 1.02141, 1.02743], [1.95154, -1.77480, -0.35955], [1.02785, -1.89357, -0.51369], [2.19257, -2.53402, 0.18002], [-1.06252, 0.53058, -1.44053], [-1.52281, 0.30226, -2.23302], [-0.97650, -0.17622, -0.78489]],
  "lowdin_charge": [-0.053, 0.100, 0.089, -0.054, -0.019, 0.037, -0.022, 0.055, -0.040, -0.072, -0.023, -0.005, -0.030, -0.009, 0.065, -0.042, 0.041, -0.018]
}

---

{
  "formula": "H12O6",
  "method": "wB97M-V/def2-TZVPD",
  "total_energy_ha": -458.59389,
  "total_charge": 0,
  "relative_energy_kj_mol": 206.3,
  "e_homo_ev": -9.8649,
  "smiles": "O.O.O.O.O.O",
  "homo_lumo_gap_ev": 9.755,
  "elements": ["O", "H", "H", "O", "H", "H", "O", "H", "H", "O", "H", "H", "O", "H", "H", "O", "H", "H"],
  "coordinates": [[1.82518, 1.80374, 0.33625], [1.87305, 2.55528, -0.19897], [1.96471, 2.14332, 1.22799], [-2.21197, 1.81008, -0.77775], [-2.16708, 2.52513, -0.07838], [-1.48343, 1.27211, -0.51744], [-0.11298, 0.21276, -0.52922], [0.41921, 0.89293, -0.03179], [-0.39950, -0.37758, 0.29941], [0.43537, -2.99700, 0.28662], [-0.28159, -2.42383, 0.58897], [0.41986, -3.54922, 0.96454], [1.66015, 0.07996, -2.48551], [2.38965, -0.38861, -2.05977], [0.97962, 0.24948, -1.72341], [-1.46276, -1.27497, 1.37757], [-2.33915, -1.20834, 1.03301], [-1.50835, -1.32524, 2.28787]],
  "lowdin_charge": [0.001, 0.040, 0.075, -0.080, 0.060, -0.070, -0.131, 0.027, 0.093, 0.004, -0.012, -0.053, -0.127, 0.019, 0.008, 0.016, 0.085, 0.045]
}

---

Q: Number 6 is which compound?
A: H11O5